Below is a 8-piece molecular cluster, C38H98N6O15 overall, with properties calculated with ωB97M-V/def2-TZVPD.

The total charge is 0. As for the HOMO-LUMO gap: 8.36 eV. Its SMILES is COCCNCCOC.COCCNCCOC.COCCNCCOC.COCCNCCOC.COCCNCCOC.COCCNCCOC.OCCO.O.

```
157
Properties=species:S:1:pos:R:3:mulliken_charge:R:1
O -5.730 -5.803 -3.915 -0.310
O -7.053 3.207 -2.647 -0.350
O 2.975 0.669 6.301 -0.409
O 3.935 -0.984 -1.257 -0.650
O 1.574 -5.240 4.138 -0.283
O -0.998 0.252 4.603 -0.353
O 3.800 3.393 0.837 -0.372
O -0.558 -1.865 0.835 0.140
O -3.102 1.522 -3.419 -0.254
O -3.198 -1.544 -0.023 -0.110
O 2.197 -5.130 -1.192 -0.407
O 1.212 -0.415 -2.014 -0.562
O -0.999 -8.315 1.206 -0.325
O 2.980 4.788 -3.934 -0.385
O 6.320 9.957 -3.794 -0.303
N -4.131 4.073 -2.789 -0.286
N -1.063 -5.825 0.364 0.172
N -4.599 -4.588 -1.379 -0.344
N 5.720 7.165 -4.162 -0.341
N 0.452 -1.762 3.675 0.185
N 2.624 2.630 4.230 0.032
C 1.056 -0.440 3.594 -0.344
C 3.036 2.921 5.587 -0.932
C 3.160 -6.048 -0.715 -0.683
C -3.700 3.679 -4.154 -0.592
C -0.970 -9.679 1.524 -0.895
C 3.735 4.658 0.257 -0.617
C 2.589 3.861 -2.960 -0.586
C -1.327 -7.429 2.265 -0.686
C 7.033 11.098 -3.271 -0.726
C -2.269 0.384 -3.528 -0.436
C 2.017 -5.418 5.464 -0.773
C 0.667 -4.165 4.047 0.433
C -7.427 3.510 -1.322 -0.695
C 6.219 8.079 -5.196 -0.549
C -3.566 -0.298 0.625 -0.702
C 2.844 3.217 1.870 0.099
C 2.479 1.947 6.590 -0.260
C -2.608 2.662 -4.091 -0.471
C -7.102 -6.034 -4.111 -0.722
C 7.131 9.095 -4.538 -0.612
C 4.479 6.523 -4.575 -0.672
C 0.010 -1.735 -0.459 0.222
C -5.284 4.947 -2.844 -0.809
C 0.349 -5.414 0.419 0.737
C 3.405 3.422 3.283 -0.955
C 0.000 0.638 3.718 -0.600
C 1.334 -2.810 4.114 -0.170
C -5.150 -6.468 -2.817 -0.921
C -6.558 4.325 -3.372 -0.460
C -1.916 1.300 4.899 -0.801
C 0.862 -5.558 -0.998 -0.999
C -4.301 -2.331 -0.388 -0.979
C 2.436 -0.319 7.156 -0.764
C 3.845 5.780 -3.410 -0.369
C -3.646 -3.558 -0.986 0.270
C -4.028 -5.661 -2.215 0.008
C -1.713 -6.072 1.662 -0.676
C 0.551 -0.346 -0.785 -0.243
H -1.877 -10.134 1.116 0.278
H 1.724 -0.384 4.462 0.177
H 0.172 -4.327 3.089 -0.880
H -4.106 0.345 -0.077 0.262
H 2.948 -1.245 6.895 0.148
H 1.997 4.396 -2.200 0.181
H -3.098 -3.150 -1.854 0.241
H 1.744 -2.587 5.098 0.058
H -2.855 0.785 5.104 0.260
H 1.827 3.190 -3.353 0.326
H 0.814 -2.468 -0.537 0.274
H -7.385 -5.462 -4.988 0.247
H -4.461 3.157 -2.461 0.245
H 4.671 5.879 -5.436 0.281
H 2.162 -2.828 3.375 0.241
H 2.850 3.964 5.865 0.495
H -7.745 -5.732 -3.267 0.311
H -0.107 -4.273 4.823 0.375
H -1.198 0.553 -3.686 0.381
H -2.340 2.357 -5.113 0.454
H 3.791 7.297 -4.949 0.323
H 3.143 4.479 3.441 0.400
H -2.045 1.886 3.979 0.378
H 2.527 -4.570 5.923 0.228
H 4.130 2.890 5.803 0.335
H 1.101 -5.689 6.015 0.367
H 2.173 -0.540 -1.907 0.438
H 3.279 6.559 -2.874 0.304
H 0.891 -6.096 1.095 0.249
H 2.741 4.973 -0.069 0.351
H -3.435 -6.330 -1.582 -0.038
H -0.319 0.317 -0.849 0.231
H 0.785 -6.635 -1.217 0.619
H -0.063 -10.120 1.114 0.260
H -6.550 3.850 -0.753 0.282
H 4.052 5.434 0.975 0.355
H -5.501 5.322 -1.840 0.360
H -6.443 3.907 -4.373 0.293
H -1.472 -1.559 0.668 -0.034
H -3.407 -5.273 -3.040 0.317
H 2.687 2.328 7.599 0.477
H -1.064 -6.742 -0.080 0.215
H -2.604 0.166 0.853 0.130
H 2.661 -6.286 5.610 0.288
H 0.421 -4.399 0.818 -0.585
H -0.968 -9.890 2.600 0.365
H 1.206 -0.004 0.025 -0.217
H -3.009 -4.050 -0.253 -0.364
H 8.026 10.742 -2.979 0.320
H 0.408 1.618 3.994 0.735
H 6.517 11.417 -2.374 0.235
H -1.716 3.054 -3.591 0.238
H -3.305 4.593 -4.623 0.382
H -0.049 -2.003 2.822 -0.035
H 7.057 11.819 -4.087 0.263
H 7.870 8.557 -3.931 0.368
H 1.383 1.861 6.487 0.089
H 6.735 7.474 -5.941 0.345
H 0.216 -5.006 -1.679 0.227
H 3.984 -5.473 -0.280 0.252
H -2.679 -0.242 -4.320 0.303
H 4.656 -0.651 -1.802 0.311
H 1.351 -0.374 7.021 0.339
H -8.150 4.336 -1.318 0.306
H -2.128 -7.935 2.822 0.560
H 1.709 -0.354 2.706 0.177
H 5.395 8.671 -5.625 0.318
H -4.135 -0.469 1.541 0.318
H -2.320 -0.061 -2.531 -0.216
H -4.509 3.362 -4.824 0.238
H -0.702 -1.877 -1.281 -0.141
H 3.399 3.276 -2.521 0.298
H 2.460 2.175 1.789 -0.157
H -5.013 -1.828 -1.053 0.376
H 4.430 4.806 -0.566 0.115
H -5.455 -4.314 -1.847 0.311
H 4.597 5.270 -2.800 0.259
H -7.798 2.616 -0.835 0.261
H -4.815 -7.467 -3.126 0.441
H -4.903 -2.629 0.485 0.352
H 1.857 3.663 1.679 0.323
H -0.485 -7.377 2.972 0.385
H -7.308 -7.111 -4.219 0.295
H -0.415 0.876 2.714 0.171
H 2.886 1.655 4.069 0.052
H 3.678 -6.619 -1.499 0.233
H 2.712 -6.720 0.014 0.320
H -5.903 -6.620 -2.027 0.403
H -1.624 1.934 5.739 0.220
H 2.682 -0.146 8.212 0.365
H 3.786 -0.268 -0.624 0.303
H 5.556 7.573 -3.251 0.260
H 4.489 3.285 3.320 0.391
H -2.780 -6.123 1.442 0.410
H -5.011 5.819 -3.440 0.418
H -1.377 -5.276 2.321 0.172
H 7.618 9.704 -5.315 0.453
H -7.359 5.082 -3.432 0.402
```

***

Below is C38H99CdN6O15 as an isolated structure, with properties calculated with ωB97M-V/def2-TZVPD.

The total charge is +1. As for the HOMO-LUMO gap: 1.93 eV.

```
159
Properties=species:S:1:pos:R:3:mulliken_charge:R:1
Cd -1.630 -1.119 4.072 0.769
O 1.106 5.749 -6.597 -0.299
O -1.425 0.028 2.308 0.570
O -7.965 -3.236 -2.112 -0.303
O 4.675 3.197 0.393 -0.367
O 0.748 -8.338 -4.591 -0.359
O 1.137 2.471 4.194 -0.714
O -3.198 4.422 4.816 -0.431
O 4.614 -4.659 3.053 -0.343
O -1.276 -2.184 0.529 -0.576
O 1.783 -2.707 -2.495 -0.418
O -1.735 3.854 -2.652 -0.256
O 3.855 -0.572 3.823 -0.391
O -2.664 -0.068 9.904 -0.301
O -5.545 0.369 0.585 -0.452
O 2.981 1.405 -4.264 0.268
N 5.012 1.482 -1.945 -0.327
N -2.809 2.148 6.838 -0.216
N 1.082 5.003 -3.921 -0.388
N 1.568 -5.474 -2.289 -0.261
N -5.636 -1.422 -1.735 -0.251
N 2.545 -2.811 2.710 -0.396
C 2.830 -0.366 2.872 -0.383
C 0.405 -4.625 -2.497 -0.607
C 4.802 3.657 1.721 -0.744
C -3.467 -1.048 10.402 -0.727
C 0.681 -3.319 -1.798 0.020
C -3.195 0.506 8.689 -0.374
C 3.774 2.178 0.129 -0.732
C -2.369 1.691 8.170 -0.823
C 3.934 0.430 4.809 -0.547
C 1.026 6.491 -7.840 -0.803
C -0.406 0.932 0.242 0.066
C -5.187 -0.016 -1.787 -0.971
C 2.301 0.769 -5.337 -1.077
C 1.797 -6.528 -3.341 -0.562
C 2.723 -1.594 1.867 0.163
C 2.307 5.843 -5.865 -0.930
C -6.299 -1.783 -2.996 -0.705
C 5.274 1.718 -3.317 -0.839
C 2.173 4.698 -4.826 0.059
C 0.738 3.907 -3.004 0.639
C 3.800 2.032 -1.414 -0.129
C -2.203 3.390 4.803 -0.146
C -5.074 0.519 1.960 -0.393
C 5.871 -5.268 2.948 -0.782
C -8.531 -4.523 -1.943 -0.703
C -0.480 4.326 -2.082 -0.550
C -0.341 -9.184 -4.794 -0.733
C 0.567 -7.323 -3.635 -0.584
C 2.565 -4.113 2.017 0.037
C -2.183 4.640 -3.693 -0.821
C -4.544 0.455 -0.420 -0.074
C -1.848 3.127 6.317 -0.871
C -3.201 5.158 3.667 -0.595
C 4.012 -4.588 1.809 -0.781
C 2.336 -1.594 -1.891 0.010
C 4.375 0.928 -4.263 -0.787
C -0.907 1.189 1.667 1.302
C -6.767 -3.214 -2.895 -0.613
H -3.745 2.506 6.962 0.288
H 2.391 -4.889 -2.294 0.262
H 4.056 -5.585 1.369 0.604
H -4.149 0.998 8.880 0.315
H 4.395 -0.072 5.659 0.310
H 2.056 -3.921 1.072 -0.281
H -0.298 -9.987 -5.529 0.271
H 3.141 4.496 -4.366 0.057
H 2.884 0.610 2.391 0.348
H 6.280 -5.273 3.958 0.256
H 4.552 -3.968 1.093 0.343
H -4.351 -0.293 2.032 0.101
H -7.783 -5.267 -1.669 0.290
H -0.665 -9.569 -3.827 0.306
H -0.009 1.593 2.134 -0.794
H -0.825 2.749 6.322 0.437
H -1.239 3.619 4.348 0.472
H 4.466 1.340 4.532 0.153
H -3.763 -1.769 9.640 0.294
H -3.636 4.495 2.919 0.180
H -1.629 4.428 -4.608 0.258
H -4.425 -0.647 10.733 0.311
H 2.233 -6.124 -4.255 0.310
H 4.407 -0.148 -4.088 0.368
H -5.635 -1.693 -3.855 0.395
H -4.185 1.484 -0.426 0.521
H 0.140 -4.317 -3.509 0.313
H 2.910 0.664 5.103 0.179
H 1.627 3.818 -2.380 -0.449
H 6.309 1.406 -3.459 0.478
H 6.533 -4.711 2.285 0.335
H 0.914 1.757 4.791 0.230
H -2.589 2.537 4.245 0.101
H 5.834 -6.286 2.561 0.307
H -1.645 1.990 1.703 0.353
H -6.196 -1.620 -0.918 0.243
H 1.643 -0.762 -2.011 0.126
H -8.868 -4.737 -2.958 0.293
H -2.187 5.724 -3.581 0.363
H 3.309 -2.838 3.371 0.433
H -1.584 -1.381 0.948 0.078
H 3.872 4.024 2.156 0.266
H 0.137 -7.612 -2.677 0.370
H -6.125 0.522 -1.920 0.422
H -0.597 -2.516 1.116 0.282
H 1.269 1.117 -5.296 0.284
H 1.903 -0.312 3.443 0.094
H -9.254 -4.563 -1.128 0.234
H 5.084 2.862 2.411 0.225
H 1.817 -1.488 1.271 -0.412
H 4.121 1.228 0.534 0.397
H -0.094 -2.555 -1.866 0.472
H -4.684 1.498 2.238 0.097
H -0.277 -6.726 -3.981 0.392
H 4.770 1.051 -5.272 0.514
H 2.509 -7.263 -2.967 0.293
H -7.122 -1.142 -3.314 0.349
H 0.315 5.389 -4.453 0.368
H -5.897 0.378 2.661 0.341
H 3.224 -1.251 -2.422 0.226
H 3.018 1.322 -1.682 0.065
H 3.665 3.059 -1.753 0.297
H -2.197 5.521 3.447 0.306
H 2.367 6.838 -5.424 0.385
H -3.365 -0.210 7.886 0.286
H 0.024 6.334 -8.241 0.229
H 1.144 7.530 -7.533 0.327
H 1.778 6.284 -8.601 0.292
H 2.616 -1.767 -0.852 -0.089
H 2.682 1.160 -6.281 0.380
H 5.446 4.531 1.821 0.324
H -0.460 -5.152 -2.095 0.393
H -5.972 -3.847 -2.500 0.354
H -3.221 4.446 -3.963 0.265
H 0.517 2.983 -3.538 0.123
H -1.812 4.103 6.801 0.302
H -6.993 -3.438 -3.938 0.421
H -1.189 -8.564 -5.086 0.299
H -1.309 1.441 8.133 0.404
H 0.405 0.203 0.246 -0.469
H 5.785 1.826 -1.392 0.341
H -3.747 -0.277 -0.288 -0.087
H 0.808 2.183 3.342 -0.214
H -0.001 1.837 -0.212 -0.233
H 3.243 5.684 -6.401 0.471
H -0.628 5.373 -1.818 0.443
H 2.248 -0.320 -5.317 0.321
H -0.386 3.802 -1.131 -0.014
H 5.180 2.792 -3.478 0.326
H 1.873 3.828 -5.409 0.130
H 0.841 -3.385 -0.721 -0.511
H -3.858 6.024 3.747 0.269
H -2.285 2.571 8.808 0.347
H 3.600 -1.623 1.220 0.443
H -4.508 0.250 -2.597 0.450
H -2.991 -1.689 11.144 0.278
H -1.227 0.596 -0.392 0.273
H 1.967 -4.770 2.648 0.349
H 2.787 2.485 0.476 0.278
```

***

Below is C38H99F6LiN10O13S2 as an isolated structure, with properties calculated with ωB97M-V/def2-TZVPD.

The total charge is 0. As for the HOMO-LUMO gap: 8.53 eV.

```
169
Properties=species:S:1:pos:R:3:mulliken_charge:R:1
S 0.242 -1.027 -1.822 0.584
S 0.466 0.319 0.405 -0.899
F 2.883 -0.887 -0.906 -0.079
F 2.598 -1.175 -3.048 -0.015
F -1.772 1.618 1.393 0.223
F -2.195 -0.167 0.287 -0.442
F -1.311 -0.307 2.268 -0.117
F 2.090 -2.807 -1.741 -0.245
O -7.514 0.752 4.274 -0.324
O 1.523 1.957 5.210 -0.456
O 1.246 1.504 0.764 0.272
O 5.874 0.730 2.062 -0.478
O -0.487 -2.024 -1.043 -0.376
O 0.781 -7.379 -0.395 -0.441
O -3.625 -4.505 4.693 -0.378
O 1.005 -0.925 0.929 -0.368
O -2.436 4.496 1.039 -0.127
O 4.395 2.086 -3.965 -0.310
O -0.067 -1.020 -3.229 -0.724
O 5.271 -3.293 -4.533 -0.416
O -2.387 1.131 -3.975 -0.021
N 3.565 -4.802 -6.544 -0.798
N 0.824 -7.900 -3.340 -0.552
N 1.089 5.451 1.575 -0.239
N -2.882 -4.236 1.010 -0.692
N -5.027 0.637 1.819 -0.366
N 0.096 0.425 -1.378 0.109
N 6.439 3.092 0.226 -0.583
N 0.683 2.923 -3.557 -0.197
N 0.508 5.340 4.336 -0.711
N -2.051 3.427 -1.810 -0.361
C 3.849 -5.980 -4.563 -1.414
C 3.256 -4.715 -5.100 0.282
C -0.259 6.141 -0.358 -1.534
C -3.474 1.751 -3.260 -1.472
C 0.857 -5.951 -0.290 0.162
C 3.250 2.885 -3.740 -0.398
C -6.957 1.065 3.017 -0.904
C -0.229 5.685 1.115 0.185
C 5.418 -0.639 1.889 -0.495
C -8.594 1.651 4.506 -0.804
C -1.309 0.387 1.220 0.506
C -5.837 0.027 2.777 0.451
C 1.562 4.674 6.565 -1.673
C 5.351 3.059 1.191 0.043
C 1.405 4.400 5.037 0.555
C -1.418 -8.548 -3.397 -1.491
C -4.913 -0.339 3.912 -1.072
C 0.800 3.051 4.665 -0.118
C 2.100 -1.501 -1.862 0.406
C -3.024 2.244 -1.855 1.470
C -3.155 5.331 1.868 -0.902
C 1.881 2.243 -4.096 1.416
C -2.637 -4.562 2.385 0.183
C -1.043 4.398 1.364 0.214
C -2.793 0.822 -5.328 -0.922
C 5.451 2.451 -3.097 -0.911
C -0.425 -7.634 -2.615 0.574
C 5.788 -2.241 -3.881 -0.642
C -4.292 -3.701 5.646 -0.445
C -0.251 -7.949 -1.098 -0.735
C 1.806 1.781 -5.549 -1.542
C -3.942 -4.419 3.271 -0.280
C 1.352 0.647 4.626 -0.257
C -4.223 2.671 -1.120 -1.125
C 4.198 3.910 0.747 -0.634
C -1.561 -3.506 2.862 -1.017
C 3.805 -3.406 -4.538 0.123
C 4.816 1.664 1.724 0.135
Li -0.698 1.773 -2.514 1.032
H -4.186 5.031 2.057 0.259
H 0.394 0.518 4.122 0.020
H 1.028 3.391 -2.731 -0.048
H 5.710 -2.369 -2.801 0.266
H 2.353 4.026 6.944 0.321
H 0.196 7.131 -0.375 0.510
H -0.194 2.959 5.102 0.409
H -6.208 -0.948 2.462 0.448
H -4.462 3.735 -1.113 0.224
H -1.168 -7.732 -0.550 0.294
H 2.199 -4.501 -4.941 0.346
H 4.606 4.769 0.213 0.325
H 2.028 2.601 -6.231 0.414
H 6.089 -1.299 2.439 0.330
H -8.346 2.445 5.210 0.274
H -1.961 0.260 -5.751 0.220
H -5.075 2.304 -1.693 0.557
H -2.562 5.302 2.781 0.299
H 6.985 3.940 0.170 0.205
H -4.428 -3.472 3.036 -0.176
H -0.889 3.859 2.298 0.374
H 2.472 0.936 -5.724 0.324
H -3.837 2.691 -3.676 0.415
H 3.695 -5.967 -3.484 0.226
H -4.096 -2.703 5.253 0.022
H 1.990 1.265 -3.626 -0.826
H -0.117 -5.528 -0.044 -0.172
H -2.055 3.568 -0.810 -0.115
H -4.149 0.896 -3.213 0.564
H -1.547 -8.178 -4.414 0.383
H -9.274 1.040 5.100 0.269
H 1.096 -8.852 -3.141 0.293
H -2.396 -8.608 -2.919 0.374
H 4.128 1.281 0.971 -0.069
H 4.481 -5.228 -6.544 0.321
H 0.630 4.494 7.100 0.320
H -2.508 1.436 -1.337 -0.567
H 5.478 -0.854 0.822 0.212
H 0.500 3.650 -4.234 0.223
H 1.257 -5.578 -1.233 0.080
H 3.361 -3.386 -3.542 -0.323
H -0.678 -6.585 -2.762 0.206
H 4.188 1.821 2.601 0.244
H 0.851 1.364 -5.867 0.337
H -1.333 -3.607 3.923 0.471
H -4.667 -5.223 3.145 0.430
H 3.413 -2.541 -5.073 0.328
H -4.122 -1.036 3.634 0.004
H 2.394 4.488 4.587 0.268
H 1.526 -7.359 -2.856 0.130
H -0.760 6.473 1.649 0.590
H -3.148 -3.262 1.016 0.294
H -1.969 -4.198 0.581 0.224
H 1.477 -0.004 5.492 0.369
H 7.122 2.399 0.495 0.266
H 1.465 -5.737 0.588 0.305
H -3.615 0.106 -5.308 0.357
H -2.313 -5.588 2.557 0.380
H 6.868 -2.247 -4.021 0.313
H 3.178 3.148 -2.685 -0.055
H 3.062 -5.550 -6.999 0.273
H -2.999 1.688 -5.956 0.323
H 3.451 3.451 0.099 -0.104
H -0.109 -9.025 -0.999 0.337
H 0.703 2.948 3.584 -0.069
H -2.018 -2.526 2.728 -0.074
H 3.664 4.241 1.638 0.156
H 5.389 -1.270 -4.172 0.207
H -7.642 0.946 2.178 0.392
H -4.459 -0.008 1.289 0.091
H -6.647 2.108 3.090 0.343
H -1.241 6.238 -0.823 0.312
H 4.926 -5.947 -4.732 0.503
H -5.380 -3.759 5.678 0.295
H 1.643 6.274 1.384 0.293
H 1.559 4.752 1.016 -0.120
H 6.367 2.017 -3.498 0.384
H -0.438 4.989 4.287 0.273
H -0.715 3.659 0.632 -0.724
H -2.633 4.212 -2.065 0.431
H 2.067 0.334 3.865 0.033
H 0.816 5.503 3.388 0.513
H -3.888 -3.845 6.648 0.310
H 5.342 2.262 -2.029 0.283
H 1.861 5.713 6.702 0.442
H 3.394 -6.895 -4.943 0.354
H 0.243 5.453 -1.038 0.110
H 5.812 3.480 2.085 0.339
H -3.144 6.379 1.569 0.324
H 4.477 -0.790 2.418 0.156
H -4.118 2.203 -0.142 0.179
H -5.522 -0.820 4.676 0.443
H -4.400 0.476 4.423 0.400
H -1.194 -9.584 -3.653 0.344
H -4.381 1.169 2.384 0.016
H -9.121 1.879 3.580 0.346
H 5.695 3.492 -3.309 0.366
H -0.558 -3.507 2.436 0.427
H 3.306 3.872 -4.199 0.386
```

***

> The highest total charge belongs to which entry?

C38H99CdN6O15